1.
Below is a molecular structure, C50H42AsCrN3PS2Se in a non-equilibrium geometry, with properties calculated with wB97M-V/def2-TZVPD.

Each line ends with the Mulliken charge.
Element x y z (Å)
1 Cr 0.11 0.88 -0.04  0.82
2 S 1.95 -0.39 0.99  -0.59
3 C 1.60 -0.43 2.71  0.50
4 C 1.87 -1.56 3.48  -0.81
5 C 1.54 -1.57 4.83  -0.64
6 C 0.95 -0.47 5.43  -0.84
7 C 0.70 0.67 4.67  -0.51
8 C 1.04 0.70 3.32  -0.25
9 As 0.58 2.08 2.06  1.28
10 C 2.22 3.06 1.73  0.13
11 C 3.48 2.65 2.15  -0.18
12 C 4.60 3.36 1.72  -0.71
13 C 4.46 4.45 0.88  -0.51
14 C 3.20 4.85 0.46  -0.64
15 C 2.08 4.16 0.89  -0.52
16 C -0.32 3.37 3.22  0.20
17 C 0.44 4.18 4.06  -0.28
18 C -0.19 5.08 4.91  -0.72
19 C -1.58 5.16 4.93  -0.44
20 C -2.33 4.35 4.09  -0.78
21 C -1.70 3.46 3.24  -0.42
22 H 2.32 -2.42 3.01  0.45
23 H 1.74 -2.46 5.42  0.38
24 H 0.68 -0.49 6.48  0.40
25 H 0.25 1.54 5.13  0.43
26 H 3.58 1.79 2.79  0.47
27 H 5.59 3.04 2.04  0.42
28 H 5.34 4.98 0.53  0.38
29 H 3.09 5.70 -0.21  0.44
30 H 1.09 4.46 0.57  0.51
31 H 1.52 4.12 4.03  0.46
32 H 0.40 5.71 5.56  0.40
33 H -2.07 5.86 5.59  0.38
34 H -3.41 4.42 4.10  0.41
35 H -2.29 2.84 2.57  0.34
36 N -0.35 -0.58 -1.05  1.02
37 P -1.10 -1.82 -0.45  1.28
38 C -2.23 -1.68 1.00  -0.47
39 C -3.26 -2.59 1.19  -0.63
40 C -4.03 -2.56 2.35  -0.79
41 C -3.77 -1.61 3.33  -0.84
42 C -2.75 -0.69 3.15  -0.69
43 C -1.99 -0.73 1.99  0.66
44 C -0.02 -3.22 0.04  0.71
45 C 1.21 -3.30 -0.61  0.62
46 C 2.06 -4.37 -0.38  -0.62
47 C 1.68 -5.37 0.50  -0.89
48 C 0.46 -5.30 1.15  -0.90
49 C -0.39 -4.22 0.93  -0.91
50 C -2.20 -2.54 -1.71  -0.20
51 C -3.43 -1.92 -1.94  -0.25
52 C -4.31 -2.45 -2.86  -0.79
53 C -3.96 -3.58 -3.58  -0.51
54 C -2.71 -4.17 -3.40  -0.88
55 C -1.83 -3.64 -2.46  -0.17
56 H -3.47 -3.33 0.43  0.52
57 H -4.83 -3.27 2.48  0.42
58 H -4.36 -1.60 4.24  0.39
59 H -2.54 0.06 3.90  0.56
60 H -1.20 0.00 1.85  0.01
61 H 1.49 -2.50 -1.28  0.05
62 H 3.01 -4.43 -0.89  0.37
63 H 2.34 -6.22 0.68  0.37
64 H 0.17 -6.07 1.85  0.42
65 H -1.33 -4.18 1.46  0.43
66 H -3.68 -1.02 -1.38  0.53
67 H -5.27 -1.98 -3.03  0.43
68 H -4.66 -4.02 -4.28  0.39
69 H -2.43 -5.04 -3.98  0.44
70 H -0.86 -4.10 -2.31  0.49
71 C 0.23 0.26 -3.93  -1.32
72 N 1.40 -0.41 -3.41  0.29
73 C 2.26 0.12 -2.51  -0.50
74 Se 2.20 1.79 -1.77  -0.22
75 N 3.21 -0.80 -2.25  0.37
76 C 2.97 -1.95 -2.98  -0.07
77 C 3.64 -3.16 -3.08  -1.13
78 C 3.08 -4.12 -3.91  -0.43
79 C 1.91 -3.89 -4.61  -0.77
80 C 1.24 -2.67 -4.53  -0.69
81 C 1.80 -1.70 -3.70  1.28
82 H 0.39 1.33 -3.87  0.41
83 H -0.64 0.00 -3.33  0.25
84 H 0.08 -0.03 -4.96  0.42
85 H 3.92 -0.67 -1.55  0.37
86 H 4.55 -3.34 -2.53  0.45
87 H 3.58 -5.08 -4.00  0.41
88 H 1.50 -4.67 -5.24  0.41
89 H 0.32 -2.49 -5.07  0.45
90 S -1.55 2.40 -0.45  -0.35
91 C -1.55 3.28 -1.98  0.81
92 C -2.71 3.28 -2.75  -0.60
93 C -2.79 4.05 -3.90  -0.63
94 C -1.72 4.84 -4.30  -0.47
95 C -0.56 4.83 -3.55  -0.76
96 C -0.47 4.06 -2.39  -0.31
97 H -3.55 2.67 -2.44  0.41
98 H -3.71 4.05 -4.48  0.37
99 H -1.80 5.46 -5.18  0.37
100 H 0.30 5.42 -3.85  0.40
101 H 0.44 4.07 -1.81  0.27

Output
E_LUMO (spin up / spin down), eV: -0.52 / 0.54
HOMO-LUMO gap (spin up / spin down), eV: 6.4765 / 7.6047
Energy relative to the best compared isomer or geometry (same formula, charge and spin), kcal per mole: 17.9
2S+1: 4
Maximum force, eV Å⁻¹: 1.7
Net charge: 0

2.
Below is a molecular structure, C50H42BrMgN7O4P2S2, with properties calculated with wB97M-V/def2-TZVPD.

Each line ends with the Mulliken charge.
Element x y z (Å)
1 Mg -0.15 1.35 -0.98  4.21
2 C 1.23 2.20 -4.28  -1.06
3 O 1.46 1.48 -3.06  0.08
4 C 2.52 0.65 -2.98  0.00
5 C 3.40 0.31 -3.98  -0.29
6 C 4.45 -0.56 -3.68  -0.64
7 Br 5.67 -1.01 -5.05  -0.19
8 C 4.63 -1.08 -2.42  -0.43
9 C 3.72 -0.75 -1.41  -0.01
10 C 2.69 0.12 -1.71  0.95
11 O 1.76 0.54 -0.78  -0.45
12 C 3.85 -1.27 -0.03  0.38
13 N 4.90 -1.15 0.72  -0.78
14 C 4.52 -1.69 1.95  0.12
15 C 5.24 -1.78 3.14  -0.83
16 C 4.60 -2.31 4.24  -0.55
17 C 3.27 -2.76 4.17  -0.88
18 C 2.54 -2.68 3.00  -0.23
19 C 3.19 -2.14 1.90  0.59
20 N 2.77 -1.84 0.61  0.00
21 H 2.12 2.76 -4.55  0.47
22 H 0.40 2.87 -4.06  0.11
23 H 0.95 1.51 -5.08  0.32
24 H 3.29 0.70 -4.98  0.59
25 H 5.45 -1.75 -2.19  0.60
26 H 2.03 0.29 0.12  -0.42
27 H 6.26 -1.43 3.19  0.49
28 H 5.13 -2.39 5.18  0.39
29 H 2.80 -3.17 5.06  0.44
30 H 1.51 -3.03 2.95  0.35
31 H 1.93 -2.18 0.16  -0.11
32 C -3.16 -2.49 -0.03  -1.51
33 N -2.13 -1.48 -0.31  0.74
34 P -2.02 -0.03 0.59  0.53
35 C -2.27 -0.57 2.31  -0.24
36 C -3.54 -0.67 2.89  -0.82
37 C -3.68 -1.14 4.19  -0.74
38 C -2.56 -1.52 4.92  -0.73
39 C -1.30 -1.41 4.36  -1.25
40 C -1.16 -0.94 3.06  0.36
41 C -3.52 0.93 0.24  0.58
42 C -4.41 0.63 -0.78  -0.25
43 C -5.45 1.50 -1.08  -0.71
44 C -5.59 2.69 -0.38  -0.58
45 C -4.69 3.00 0.63  -0.80
46 C -3.66 2.13 0.94  -0.51
47 P -0.69 -1.82 -1.16  1.08
48 C -0.32 -3.53 -0.65  0.44
49 C -0.03 -4.56 -1.54  -0.98
50 C 0.32 -5.82 -1.08  -0.72
51 C 0.39 -6.07 0.29  -0.80
52 C 0.11 -5.05 1.19  -0.72
53 C -0.24 -3.79 0.72  -0.21
54 C -1.11 -2.01 -2.91  0.53
55 C -2.41 -2.15 -3.41  -0.33
56 C -2.63 -2.22 -4.77  -0.75
57 C -1.56 -2.16 -5.66  -0.63
58 C -0.27 -2.01 -5.18  -0.79
59 C -0.05 -1.92 -3.81  -0.42
60 H -3.01 -2.95 0.95  0.21
61 H -3.12 -3.28 -0.77  0.60
62 H -4.15 -2.04 -0.05  0.41
63 H -4.41 -0.37 2.32  0.48
64 H -4.67 -1.22 4.63  0.44
65 H -2.68 -1.88 5.93  0.40
66 H -0.42 -1.69 4.93  0.59
67 H -0.17 -0.85 2.63  0.54
68 H -4.27 -0.26 -1.39  -0.12
69 H -6.13 1.27 -1.90  0.41
70 H -6.38 3.38 -0.64  0.37
71 H -4.78 3.94 1.16  0.43
72 H -2.95 2.40 1.71  0.43
73 H -0.09 -4.39 -2.61  0.41
74 H 0.54 -6.62 -1.78  0.44
75 H 0.66 -7.05 0.65  0.39
76 H 0.15 -5.24 2.25  0.47
77 H -0.48 -3.00 1.43  0.35
78 H -3.25 -2.16 -2.72  0.11
79 H -3.64 -2.31 -5.15  0.43
80 H -1.74 -2.21 -6.73  0.37
81 H 0.56 -1.95 -5.87  0.49
82 H 0.96 -1.77 -3.44  0.41
83 S -0.35 3.76 -0.97  -0.74
84 C -1.86 3.85 -1.86  0.93
85 C -2.57 5.09 -1.74  -0.22
86 N -3.13 6.09 -1.61  -0.58
87 C -2.40 2.84 -2.59  0.23
88 S -1.74 1.24 -2.81  -0.02
89 C -3.65 3.07 -3.27  -0.47
90 N -4.64 3.21 -3.84  -0.65
91 O 0.88 6.45 0.30  -0.55
92 C 1.89 5.94 1.12  -0.36
93 N 1.53 5.98 2.53  -0.02
94 C 1.64 5.01 3.48  0.06
95 O 1.59 5.24 4.67  -0.65
96 C 1.76 3.59 3.01  0.29
97 C 2.65 2.72 3.63  -0.97
98 C 2.66 1.39 3.24  -1.78
99 C 1.77 0.99 2.26  -0.32
100 N 0.91 1.81 1.65  0.41
101 C 0.91 3.09 2.04  -1.08
102 H 0.26 5.75 0.05  0.25
103 H 2.76 6.57 0.97  0.32
104 H 2.16 4.91 0.86  0.32
105 H 1.36 6.90 2.92  0.26
106 H 3.31 3.09 4.40  0.49
107 H 3.33 0.67 3.69  0.44
108 H 1.74 -0.06 1.97  1.18
109 H 0.18 3.73 1.55  1.17

Output
E_LUMO, eV: -0.12
HOMO-LUMO gap, eV: 7.1541
Energy relative to the best compared isomer or geometry (same formula, charge and spin), kcal per mole: 24.0
Maximum force, eV Å⁻¹: 0.4
Net charge: 0